(w)
Molecular formula: C6H12N2O
Method: DFT, ωB97M-V with the def2-TZVPD basis set

Calculated values
M   128.17 Da
E_LUMO (spin up / spin down)   0.439 / 0.499 eV
HOMO level (spin up / spin down)   -6.44 / -6.60 eV
Orbital gap (spin up / spin down)   6.88 / 7.10 eV

Last column: Mulliken charge in e.
Atoms and positions in Å:
C  0.74  -0.65  -1.76  -0.26
C  0.12  -0.36  0.48  -1.08
C  -0.90  0.52  -0.27  1.48
C  -2.28  0.39  0.37  -1.52
C  -0.34  1.92  -0.24  -1.68
C  2.19  -1.69  -0.06  -0.91
N  1.01  -0.88  -0.47  0.23
N  -1.00  0.00  -1.68  0.04
O  -1.30  0.83  -2.53  -0.61
H  1.41  -1.12  -2.57  0.28
H  0.64  0.25  1.14  0.46
H  -0.36  -1.15  1.06  0.42
H  -2.88  -0.61  0.19  0.38
H  -3.10  1.16  -0.10  0.30
H  -2.20  0.67  1.51  0.30
H  -0.90  2.53  -0.89  0.48
H  0.73  1.88  -0.78  0.29
H  -0.46  2.25  0.74  0.47
H  2.21  -2.70  -0.66  0.32
H  3.15  -1.09  -0.34  0.31
H  2.27  -1.98  1.08  0.31

=====

(x)
Molecular formula: C6H12N2O
Method: DFT, ωB97M-V with the def2-TZVPD basis set

Calculated values
M   128.17 Da
E_LUMO   0.898 eV
SMILES   CCc1c[nH]cn1.CO
HOMO level   -7.98 eV
Orbital gap   8.88 eV

Last column: Mulliken charge in e.
Atoms and positions in Å:
C  -0.09  -0.62  -0.67  0.34
C  -0.23  -1.99  -1.17  -1.13
C  -1.18  -0.21  0.13  0.16
C  -2.23  0.71  -0.09  -0.62
C  -2.65  -0.35  1.83  -0.31
N  -1.43  -0.73  1.43  -0.56
N  -3.17  0.63  0.90  -0.11
H  0.83  -0.51  -0.06  0.04
H  0.01  0.25  -1.51  0.20
H  0.75  -2.46  -1.13  0.30
H  -2.09  1.39  -0.82  0.42
H  -3.23  -0.74  2.61  0.45
H  -3.93  1.31  0.76  0.25
H  -0.56  -2.16  -2.22  0.27
H  -0.85  -2.73  -0.58  0.33
C  3.47  1.69  0.29  -0.65
O  2.74  0.59  -0.30  -0.46
H  3.39  -0.06  -0.61  0.27
H  3.33  2.36  -0.52  0.27
H  2.84  2.23  1.06  0.22
H  4.27  1.41  0.66  0.34

=====

(y)
Molecular formula: C6H12N2O
Method: DFT, ωB97M-V with the def2-TZVPD basis set

Calculated values
M   128.17 Da
E_LUMO   0.878 eV
SMILES   CCc1c[nH]cn1.CO
HOMO level   -8.53 eV
Orbital gap   9.40 eV

Last column: Mulliken charge in e.
Atoms and positions in Å:
C  -0.33  -1.03  -0.46  -0.20
C  -1.26  -2.20  -0.15  -1.21
C  -0.29  -0.15  0.79  0.50
C  -0.99  1.00  1.08  -0.60
C  0.44  0.43  2.69  -0.21
N  0.64  -0.46  1.75  -0.58
N  -0.48  1.38  2.31  -0.07
H  0.64  -1.35  -0.80  0.28
H  -0.78  -0.32  -1.19  0.25
H  -2.10  -2.42  -0.79  0.33
H  -1.69  1.62  0.53  0.41
H  0.93  0.53  3.67  0.41
H  -0.76  2.28  2.66  0.21
H  -1.68  -2.08  0.87  0.30
H  -0.72  -3.18  -0.13  0.27
C  1.56  0.76  -3.60  -0.64
O  0.50  0.37  -2.68  -0.45
H  1.04  0.10  -1.95  0.28
H  1.56  1.85  -3.68  0.25
H  2.54  0.54  -3.13  0.29
H  1.42  0.27  -4.58  0.21

=====

(z)
Molecular formula: C6H12N2O
Method: DFT, ωB97M-V with the def2-TZVPD basis set

Calculated values
M   128.17 Da
E_LUMO   0.857 eV
HOMO level   -9.39 eV
Orbital gap   10.24 eV

Last column: Mulliken charge in e.
Atoms and positions in Å:
C  1.18  1.34  2.23  -0.76
C  0.17  1.67  0.94  -0.99
C  -0.19  0.44  -0.05  -0.16
C  0.83  -0.73  0.05  0.02
C  0.82  -1.02  -1.31  -0.46
C  -1.80  -1.12  0.17  0.17
H  0.71  1.99  3.10  0.30
H  1.26  -0.05  2.27  0.24
H  2.38  1.99  1.89  0.19
H  0.60  2.42  0.27  0.38
H  -0.73  1.75  1.29  0.48
H  -0.93  0.49  -1.03  0.34
H  1.50  -0.76  0.89  0.39
H  1.40  -2.11  -1.51  0.27
H  -0.19  -0.81  -1.77  0.20
H  1.85  -0.04  -2.96  0.18
H  1.40  1.18  -1.74  0.24
H  -1.96  -2.35  0.31  0.24
N  1.71  0.12  -2.07  -0.57
N  -0.65  -0.71  0.62  -0.17
O  -2.60  -0.38  -0.39  -0.54

=====

Most stable structure: (y)

=====

(w)
Molecular formula: C4H10O2
Method: DFT, ωB97M-V with the def2-TZVPD basis set

Calculated values
M   90.12 Da
E_LUMO   0.855 eV
SMILES   CC=O.CCO
HOMO level   -9.95 eV
Orbital gap   10.80 eV

Last column: Mulliken charge in e.
Atoms and positions in Å:
C  1.50  0.18  0.54  -0.04
O  2.22  1.33  0.97  -0.55
C  1.39  0.10  -0.96  -0.93
H  2.04  -0.77  0.73  0.22
H  0.51  0.11  1.11  0.15
H  3.01  1.19  1.50  0.32
H  2.59  0.29  -1.26  0.26
H  1.05  -0.85  -1.46  0.32
H  0.76  1.00  -1.32  0.23
O  -1.41  -1.65  1.02  -0.51
C  -1.57  -0.96  -0.01  0.12
C  -2.61  0.16  0.02  -0.70
H  -1.00  -1.13  -0.92  0.33
H  -1.98  0.78  0.57  0.22
H  -3.56  -0.23  0.49  0.28
H  -2.94  0.44  -1.04  0.26

=====

(x)
Molecular formula: C4H10O2
Method: DFT, ωB97M-V with the def2-TZVPD basis set

Calculated values
M   90.12 Da
E_LUMO   0.983 eV
SMILES   COCCCO
HOMO level   -10.05 eV
Orbital gap   11.03 eV

Last column: Mulliken charge in e.
Atoms and positions in Å:
C  1.87  0.77  -1.17  -0.73
O  0.55  0.38  -0.92  -0.36
C  0.46  -0.69  0.01  -0.61
C  -1.00  -1.05  0.22  -0.55
C  -1.83  0.17  0.68  -0.36
O  -1.05  1.20  1.25  -0.56
H  2.47  -0.06  -1.57  0.29
H  1.84  1.58  -1.90  0.24
H  2.36  1.14  -0.25  0.31
H  0.92  -0.39  0.96  0.34
H  1.02  -1.57  -0.37  0.48
H  -1.40  -1.44  -0.73  0.30
H  -1.03  -1.86  0.96  0.31
H  -2.41  0.55  -0.16  0.22
H  -2.54  -0.13  1.46  0.33
H  -0.48  1.51  0.53  0.33

=====

Most stable structure: (x)

=====

(w)
Molecular formula: C4H10O2
Method: DFT, ωB97M-V with the def2-TZVPD basis set

Calculated values
M   90.12 Da
E_LUMO   0.745 eV
SMILES   CC(CO)CO
HOMO level   -9.92 eV
Orbital gap   10.67 eV

Last column: Mulliken charge in e.
Atoms and positions in Å:
C  1.09  0.72  -1.20  -1.56
C  0.38  -0.13  -0.14  0.60
C  -1.11  -0.29  -0.45  -0.57
O  -1.58  -1.47  0.22  -0.56
C  0.58  0.45  1.26  -0.65
O  -0.11  -0.24  2.27  -0.55
H  0.92  0.31  -2.20  0.40
H  0.75  1.76  -1.19  0.35
H  2.17  0.72  -1.02  0.38
H  0.80  -1.14  -0.16  0.19
H  -1.28  -0.36  -1.53  0.41
H  -1.68  0.58  -0.08  0.22
H  -2.16  -1.97  -0.37  0.32
H  1.65  0.46  1.50  0.30
H  0.25  1.51  1.24  0.30
H  -0.68  -0.91  1.87  0.43

=====

(x)
Molecular formula: C4H10O2
Method: DFT, ωB97M-V with the def2-TZVPD basis set

Calculated values
M   90.12 Da
E_LUMO   0.743 eV
SMILES   C/C=C(/C)O.O
HOMO level   -8.79 eV
Orbital gap   9.53 eV

Last column: Mulliken charge in e.
Atoms and positions in Å:
C  -0.74  1.08  1.75  -1.17
C  -0.38  1.26  0.27  0.02
C  0.53  0.45  -0.40  0.03
O  1.40  -0.46  0.35  -0.50
C  0.61  0.10  -1.93  -0.95
H  -0.12  1.71  2.41  0.36
H  -1.80  0.92  1.90  0.34
H  -0.37  0.09  2.01  0.29
H  -0.69  2.20  -0.29  0.29
H  1.26  -0.27  1.32  0.30
H  1.44  -0.60  -2.03  0.32
H  -0.30  -0.43  -2.23  0.27
H  0.87  0.97  -2.56  0.35
H  -0.57  -1.55  -0.08  0.43
H  -0.21  -3.03  -0.35  0.31
O  -0.94  -2.45  -0.14  -0.68

=====

Most stable structure: (w)

=====

(w)
Molecular formula: C4H10O2
Method: DFT, ωB97M-V with the def2-TZVPD basis set

Calculated values
M   90.12 Da
E_LUMO   0.935 eV
SMILES   COCCCO
HOMO level   -10.10 eV
Orbital gap   11.03 eV

Last column: Mulliken charge in e.
Atoms and positions in Å:
C  1.95  0.63  -1.40  -0.70
O  0.66  0.10  -1.28  -0.32
C  0.49  -0.52  -0.03  -0.39
C  -0.96  -0.97  0.12  -0.51
C  -1.86  0.13  0.70  -0.43
O  -1.29  0.79  1.82  -0.49
H  2.72  -0.16  -1.32  0.28
H  2.03  1.11  -2.38  0.24
H  2.14  1.37  -0.60  0.30
H  0.77  0.21  0.78  0.21
H  1.21  -1.33  0.11  0.36
H  -1.37  -1.24  -0.87  0.29
H  -1.00  -1.87  0.74  0.30
H  -2.10  0.86  -0.09  0.23
H  -2.79  -0.32  1.06  0.33
H  -0.35  0.91  1.63  0.29

=====

(x)
Molecular formula: C4H10O2
Method: DFT, ωB97M-V with the def2-TZVPD basis set

Calculated values
M   90.12 Da
E_LUMO   0.963 eV
SMILES   CC=O.CCO
HOMO level   -10.12 eV
Orbital gap   11.08 eV

Last column: Mulliken charge in e.
Atoms and positions in Å:
C  1.28  -0.34  0.79  -0.21
O  2.28  -0.72  1.73  -0.54
C  1.30  -1.28  -0.41  -0.85
H  0.30  -0.34  1.27  0.26
H  1.51  0.68  0.49  0.22
H  1.97  -1.51  2.19  0.32
H  1.10  -2.30  -0.06  0.27
H  0.58  -1.01  -1.17  0.24
H  2.30  -1.25  -0.86  0.30
O  -1.89  -0.61  -0.16  -0.45
C  -1.75  0.36  -0.85  0.11
C  -1.87  1.76  -0.35  -0.93
H  -1.46  0.24  -1.92  0.39
H  -2.38  1.78  0.61  0.30
H  -2.40  2.37  -1.08  0.36
H  -0.87  2.18  -0.23  0.23

=====

(y)
Molecular formula: C4H10O2
Method: DFT, ωB97M-V with the def2-TZVPD basis set

Calculated values
M   90.12 Da
E_LUMO   0.846 eV
HOMO level   -9.62 eV
Orbital gap   10.46 eV

Last column: Mulliken charge in e.
Atoms and positions in Å:
C  -2.41  0.13  0.27  -0.70
O  -1.16  0.78  0.19  -0.34
C  -0.15  0.01  0.68  -0.25
C  1.20  0.59  0.46  -0.54
C  1.80  0.10  -1.00  -0.37
O  1.58  -1.23  -1.29  -0.54
H  -2.66  -0.12  1.31  0.29
H  -3.16  0.81  -0.14  0.25
H  -2.38  -0.80  -0.32  0.33
H  -0.19  -1.33  -0.01  0.13
H  -0.38  -0.51  1.61  0.44
H  1.20  1.68  0.36  0.30
H  1.88  0.28  1.27  0.29
H  1.32  0.77  -1.74  0.25
H  2.86  0.36  -0.89  0.29
H  0.64  -1.50  -0.77  0.17

=====

Most stable structure: (x)

=====

(w)
Molecular formula: C4H10O2
Method: DFT, ωB97M-V with the def2-TZVPD basis set

Calculated values
M   90.12 Da
E_LUMO   0.679 eV
SMILES   CCC(C)=O.O
HOMO level   -10.03 eV
Orbital gap   10.71 eV

Last column: Mulliken charge in e.
Atoms and positions in Å:
O  1.71  -0.14  0.23  -0.57
C  0.74  0.58  -0.10  0.64
C  0.81  1.48  -1.29  -1.11
C  -1.80  0.03  -0.09  -1.13
C  -0.60  0.57  0.69  -0.28
H  0.77  2.52  -0.92  0.32
H  -0.09  1.29  -1.90  0.32
H  1.70  1.37  -1.93  0.32
H  -1.37  -0.78  -0.71  0.31
H  -2.22  0.80  -0.76  0.29
H  -2.62  -0.40  0.51  0.34
H  -0.89  1.61  0.96  0.28
H  -0.57  -0.02  1.62  0.28
O  1.78  -3.23  1.29  -0.65
H  0.89  -3.25  1.71  0.31
H  1.75  -2.44  0.70  0.34

=====

(x)
Molecular formula: C4H10O2
Method: DFT, ωB97M-V with the def2-TZVPD basis set

Calculated values
M   90.12 Da
E_LUMO   0.999 eV
SMILES   COC[C@@H](C)O
HOMO level   -10.14 eV
Orbital gap   11.14 eV

Last column: Mulliken charge in e.
Atoms and positions in Å:
C  0.50  1.67  -1.86  -0.72
O  -0.37  0.92  -1.05  -0.34
C  0.26  -0.16  -0.39  -0.65
C  -0.69  -0.63  0.70  0.45
C  -0.03  -1.62  1.65  -1.35
O  -1.11  0.48  1.46  -0.56
H  1.37  2.02  -1.29  0.32
H  0.86  1.09  -2.72  0.27
H  -0.06  2.53  -2.22  0.25
H  1.21  0.18  0.07  0.35
H  0.50  -0.97  -1.10  0.35
H  -1.56  -1.11  0.22  0.20
H  -0.70  -1.81  2.49  0.34
H  0.90  -1.19  2.05  0.35
H  0.20  -2.57  1.16  0.36
H  -1.29  1.18  0.81  0.37

=====

(y)
Molecular formula: C4H10O2
Method: DFT, ωB97M-V with the def2-TZVPD basis set

Calculated values
M   90.12 Da
E_LUMO   0.835 eV
HOMO level   -8.28 eV
Orbital gap   9.12 eV

Last column: Mulliken charge in e.
Atoms and positions in Å:
C  -1.81  -0.83  0.24  -1.19
C  -1.00  0.17  -0.56  -0.17
O  0.36  -0.24  -0.56  -0.48
C  1.21  0.68  -1.22  -0.79
C  1.61  0.25  2.34  -0.25
O  1.62  -0.89  1.71  -0.29
H  -1.71  -1.84  -0.19  0.30
H  -2.87  -0.56  0.22  0.37
H  -1.49  -0.86  1.28  0.29
H  -1.08  1.18  -0.12  0.32
H  -1.35  0.23  -1.60  0.31
H  1.14  1.68  -0.76  0.37
H  0.95  0.75  -2.28  0.30
H  1.00  0.95  1.68  0.09
H  2.23  0.31  -1.11  0.28
H  1.12  -0.87  0.85  0.54

=====

(z)
Molecular formula: C4H10O2
Method: DFT, ωB97M-V with the def2-TZVPD basis set

Calculated values
M   90.12 Da
E_LUMO   0.827 eV
SMILES   C/C=C/CO.O
HOMO level   -9.76 eV
Orbital gap   10.59 eV

Last column: Mulliken charge in e.
Atoms and positions in Å:
C  0.38  0.46  2.35  -1.16
C  0.05  -0.25  1.07  -0.04
C  -0.74  0.23  0.12  -0.33
O  2.00  -0.15  -1.47  -0.69
C  -1.07  -0.51  -1.14  -0.47
O  -0.74  0.33  -2.24  -0.56
H  1.46  0.51  2.51  0.30
H  -0.02  1.48  2.35  0.31
H  -0.05  -0.07  3.21  0.31
H  1.86  0.12  -0.56  0.35
H  0.52  -1.23  0.93  0.40
H  -1.19  1.21  0.22  0.24
H  1.21  0.19  -1.94  0.38
H  -2.14  -0.76  -1.17  0.41
H  -0.50  -1.45  -1.18  0.27
H  -1.03  -0.11  -3.05  0.29

=====

Most stable structure: (w)